Below is a structure of composition C30H38AsO3OsP at a distorted geometry, with properties calculated with ωB97M-V/def2-TZVPD.

Properties
* total charge: +4
* total energy: -4057.71850 a.u.
* 2S+1: 5
* HOMO energy (spin up / spin down): -17.8 / -19.8 eV
* M: 742.76 g/mol

Each line ends with the Löwdin spin population.
Geometry (Å):
Os (0.21630, 0.37714, -0.21709)  0.42
C (1.66855, 0.16156, 1.06964)  0.10
O (2.55802, -0.04429, 1.79244)  0.06
C (1.03776, -0.70554, -1.50260)  0.03
O (1.51260, -1.45619, -2.26197)  0.00
C (-1.26238, 0.85322, -1.42157)  0.11
O (-2.14515, 0.97574, -2.18818)  0.08
C (3.45444, 2.25337, -0.89667)  0.00
P (1.57716, 2.23150, -0.94187)  0.05
H (1.25014, 4.34658, -0.04521)  0.00
H (3.68295, 2.00138, 0.15642)  0.00
C (1.15534, 3.19569, -2.49174)  0.01
H (1.95376, 3.96423, -2.52334)  0.00
C (4.25741, 3.54133, -1.19290)  0.00
H (3.92140, 4.42760, -0.63957)  0.00
H (4.28515, 3.78278, -2.26751)  0.00
H (5.30233, 3.33894, -0.87827)  0.00
C (4.00659, 1.13271, -1.78633)  0.00
H (3.71656, 1.29356, -2.83311)  0.00
C (-0.29763, 3.22847, 0.84173)  0.08
H (3.63168, 0.15191, -1.46786)  0.00
H (5.10663, 1.13579, -1.71378)  0.00
C (2.10271, 3.32603, 1.64745)  0.00
H (-0.42356, 2.11100, 1.02159)  0.04
H (-0.53214, 3.87215, 1.73525)  0.01
H (-1.04525, 3.42320, 0.04480)  0.00
C (1.16988, 3.37159, 0.42393)  0.03
H (1.65154, 3.84976, 2.50783)  0.00
H (3.06728, 3.80124, 1.43751)  0.00
H (2.28160, 2.29039, 1.95621)  0.00
C (-0.22468, 3.87658, -2.44506)  0.00
H (-1.00530, 3.10809, -2.36812)  0.00
H (-0.38097, 4.40547, -3.40031)  0.00
H (-0.32962, 4.58687, -1.61417)  0.00
C (1.23090, 2.34255, -3.77677)  0.00
H (0.48830, 1.52652, -3.73376)  0.00
H (2.22663, 1.91123, -3.95662)  0.00
H (0.96891, 2.99102, -4.63309)  0.00
H (-0.40612, 1.03604, 2.73897)  0.05
H (-0.39098, 0.51849, 2.11131)  0.04
C (-0.91925, -5.93536, -1.72935)  0.00
C (-0.92700, -4.71591, -2.40965)  0.20
C (-0.97369, -3.49893, -1.71469)  0.27
C (-0.94177, -3.46642, -0.31047)  0.02
C (-0.87578, -4.68711, 0.37711)  0.25
C (-0.88872, -5.90584, -0.33221)  0.23
As (-1.02764, -1.66508, 0.55899)  0.07
C (-2.98998, -1.30979, 0.46598)  0.17
C (-3.43484, -0.10753, 1.03156)  0.18
C (-4.76309, 0.31847, 0.84269)  0.00
C (-5.64793, -0.47929, 0.11367)  0.18
C (-5.20945, -1.70025, -0.41568)  0.21
C (-3.87624, -2.11519, -0.26066)  0.00
C (-0.46256, -2.20906, 2.36734)  0.06
C (-1.33869, -1.91641, 3.42166)  0.31
C (-0.95554, -2.23591, 4.73124)  0.13
C (0.29065, -2.81585, 4.99697)  0.02
C (1.17950, -3.04916, 3.94276)  0.29
C (0.79407, -2.76896, 2.62364)  0.19
H (-0.93039, -6.88902, -2.27511)  0.00
H (-0.89557, -4.71507, -3.50160)  0.01
H (-1.01634, -2.55769, -2.26839)  0.01
H (-0.77358, -4.69823, 1.46303)  0.01
H (-0.85192, -6.85422, 0.20925)  0.01
H (-2.73755, 0.53478, 1.56889)  0.01
H (-5.09129, 1.28140, 1.23530)  0.00
H (-6.67597, -0.14923, -0.04488)  0.01
H (-5.90257, -2.31628, -0.98864)  0.01
H (-3.50792, -3.02190, -0.74713)  0.00
H (-2.28437, -1.41148, 3.20550)  0.01
H (-1.63853, -2.00410, 5.55549)  0.00
H (0.55846, -3.08651, 6.02679)  0.00
H (2.18434, -3.42421, 4.16525)  0.01
H (1.49244, -2.96038, 1.80774)  0.01

Below is a cluster of 5 separate species, C30H38BrN7O3 in total, with properties calculated with ωB97M-V/def2-TZVPD.

Properties
* total charge: 0
* total energy: -4348.94784 a.u.
* HOMO energy: -9.3 eV
* M: 624.58 g/mol

Each line ends with the Löwdin charge.
Geometry (Å):
C (4.45752, 3.13346, 1.05494)  -0.10
C (3.87437, 2.51446, -0.22032)  -0.22
C (2.35553, 2.54753, -0.30401)  -0.20
O (1.82487, 1.40696, 0.37276)  -0.10
C (0.63172, 0.85090, -0.14648)  -0.19
C (0.83337, -0.64727, -0.09520)  -0.43
O (0.96631, -1.42514, -0.99813)  0.12
N (0.80110, -0.93376, 1.25586)  0.06
C (-0.23958, -0.13811, 1.89535)  -0.53
Br (-1.72689, -1.35738, 2.24798)  0.84
C (-0.53007, 1.06345, 0.88899)  -0.40
N (-0.41173, 2.33860, 1.55142)  0.13
N (-1.87158, 0.92433, 0.25550)  -0.04
C (-1.97667, 1.19943, -1.17947)  -0.04
C (-2.92508, 1.34283, 1.08642)  -0.55
C (-4.17290, 1.92422, 0.45339)  0.01
O (-2.85331, 1.24219, 2.28027)  -0.01
H (5.46529, 3.50555, 0.86477)  0.04
H (4.52513, 2.38868, 1.85387)  0.08
H (3.83993, 3.95504, 1.43496)  0.07
H (4.15846, 1.45755, -0.26548)  0.10
H (4.30238, 2.98638, -1.11006)  0.11
H (1.96998, 3.45591, 0.18590)  0.11
H (2.01466, 2.54904, -1.34780)  0.12
H (0.46916, 1.24453, -1.14772)  0.13
H (0.75967, -1.92712, 1.45753)  0.12
H (0.04290, 0.23265, 2.87816)  0.10
H (-0.09117, 3.04375, 0.89746)  0.08
H (0.23770, 2.31028, 2.32620)  0.10
H (-1.25303, 0.59160, -1.71989)  0.08
H (-1.83512, 2.25802, -1.43940)  0.11
H (-2.95052, 0.88130, -1.54024)  0.08
H (-3.98967, 2.99186, 0.28139)  0.10
H (-4.97654, 1.82912, 1.18302)  0.09
H (-4.48291, 1.46808, -0.48415)  0.06
C (10.32886, 2.89698, -1.00201)  -0.08
C (9.80571, 3.35741, 0.19623)  -0.08
C (8.44122, 3.23386, 0.41126)  -0.16
N (7.60316, 2.69875, -0.47362)  0.06
C (8.11554, 2.26603, -1.62506)  -0.14
C (9.46695, 2.33871, -1.93190)  -0.07
H (11.38925, 2.97281, -1.20629)  0.10
H (10.43893, 3.80124, 0.95247)  0.10
H (7.99979, 3.57757, 1.34138)  0.10
H (7.40911, 1.83554, -2.32652)  0.08
H (9.82805, 1.96535, -2.88067)  0.10
C (-6.61077, -2.26249, 3.06383)  -0.09
C (-7.22467, -3.47738, 3.32473)  -0.09
C (-6.51147, -4.64354, 3.08954)  -0.16
N (-5.26542, -4.66109, 2.62008)  0.06
C (-4.69063, -3.48735, 2.36766)  -0.17
C (-5.31525, -2.26422, 2.57307)  -0.08
H (-7.13554, -1.33095, 3.23560)  0.11
H (-8.23959, -3.52449, 3.69598)  0.10
H (-6.96337, -5.61050, 3.28090)  0.10
H (-3.67684, -3.52978, 1.98391)  0.06
H (-4.79029, -1.34195, 2.35966)  0.07
C (-10.45726, -1.44664, -0.57038)  -0.08
C (-9.18919, -1.80558, -0.14347)  -0.07
C (-8.98667, -3.09750, 0.32104)  -0.16
N (-9.94956, -4.01468, 0.38498)  0.06
C (-11.16337, -3.65642, -0.02730)  -0.16
C (-11.46793, -2.39293, -0.51259)  -0.08
H (-10.65505, -0.44898, -0.94128)  0.10
H (-8.36709, -1.10256, -0.16619)  0.10
H (-8.00568, -3.41053, 0.65961)  0.09
H (-11.93158, -4.41974, 0.03364)  0.10
H (-12.47391, -2.16106, -0.83526)  0.10
C (6.64743, -2.80763, -3.15412)  -0.08
C (6.18732, -2.05830, -2.08359)  -0.06
C (5.97836, -0.69988, -2.26884)  -0.15
N (6.19609, -0.07365, -3.42372)  0.05
C (6.63800, -0.80485, -4.44460)  -0.15
C (6.87829, -2.16829, -4.36178)  -0.07
H (6.82168, -3.87078, -3.04978)  0.11
H (5.99107, -2.51240, -1.12201)  0.10
H (5.62095, -0.08207, -1.45164)  0.09
H (6.80627, -0.27312, -5.37491)  0.10
H (7.23578, -2.71181, -5.22581)  0.10

Below is a structure of composition C30H38CuN4O at a distorted geometry, with properties calculated with ωB97M-V/def2-TZVPD.

Properties
* total charge: -2
* total energy: -3100.56373 a.u.
* 2S+1: 2
* HOMO energy (spin up / spin down): 2.8 / -0.3 eV
* M: 534.21 g/mol

Each line ends with the Löwdin spin population.
Geometry (Å):
Cu (-0.28112, -0.52290, -0.06413)  0.01
N (3.09834, -0.90579, 0.31335)  0.00
N (1.12487, 0.56522, -2.09137)  0.00
C (-1.76798, 0.77676, 0.90996)  0.00
C (-0.82782, 1.85355, 0.97683)  0.00
C (0.28161, 1.41922, 1.74133)  0.00
C (1.52880, 2.16243, 2.03476)  0.00
H (1.59162, 3.08890, 1.44983)  0.00
H (2.41827, 1.55414, 1.81157)  0.00
H (1.57634, 2.43176, 3.10224)  0.00
C (0.03483, 0.09547, 2.18952)  0.00
C (0.90576, -0.67111, 3.10128)  0.00
H (1.02647, -0.15389, 4.07136)  0.00
H (1.90936, -0.79546, 2.67065)  0.00
H (0.47829, -1.65974, 3.30154)  0.00
C (-1.25028, -0.32222, 1.69833)  0.00
C (-1.97168, -1.56266, 2.06818)  0.01
H (-1.27469, -2.40699, 2.14043)  0.00
H (-2.72893, -1.80836, 1.31451)  0.01
H (-2.47569, -1.45531, 3.04029)  0.00
C (-0.95613, 3.15362, 0.27249)  0.00
H (-0.66058, 3.99109, 0.92319)  0.00
H (-1.98872, 3.32315, -0.05733)  0.00
H (-0.31361, 3.19331, -0.62486)  0.00
C (-3.10088, 0.79285, 0.25789)  0.01
H (-3.19855, -0.08919, -0.39331)  0.00
H (-3.21373, 1.68043, -0.37570)  0.00
H (-3.93610, 0.77822, 0.98033)  0.01
C (4.10951, -1.75239, 0.55648)  0.00
H (4.16521, -2.18294, 1.56558)  0.00
C (5.06290, -2.13491, -0.40420)  0.00
H (5.90632, -2.76717, -0.08325)  0.00
C (4.93376, -1.65501, -1.71873)  0.00
H (5.63886, -1.93565, -2.50214)  0.00
C (3.91192, -0.75217, -1.97574)  0.00
H (3.75095, -0.29293, -2.95209)  0.00
C (3.04752, -0.35456, -0.92081)  0.00
C (2.06848, 0.64852, -1.09702)  0.00
H (1.92207, 1.40408, -0.31097)  0.00
C (-0.15489, 0.06703, -1.87776)  0.00
C (1.23860, 1.04243, -3.40535)  0.00
H (2.18206, 1.39817, -3.77537)  0.00
C (0.03002, 0.96068, -3.95542)  0.01
H (-0.30964, 1.25144, -4.92826)  0.00
N (-0.83596, 0.40945, -2.99771)  0.00
C (-2.26819, 0.37580, -3.15297)  0.00
C (-2.99851, 1.57322, -3.23641)  0.00
C (-4.39506, 1.49683, -3.33851)  0.07
H (-4.96190, 2.42923, -3.38733)  0.04
C (-5.06586, 0.26988, -3.36633)  0.02
C (-6.56965, 0.20383, -3.48222)  0.33
H (-7.02922, -0.21531, -2.57198)  0.06
H (-6.88059, -0.44031, -4.31929)  0.07
H (-6.99804, 1.20245, -3.64816)  0.06
C (-4.30986, -0.90048, -3.25679)  0.08
H (-4.81952, -1.86612, -3.26791)  0.05
C (-2.91647, -0.86159, -3.13342)  0.00
C (-2.12140, -2.12060, -3.07236)  0.04
H (-1.42185, -2.21652, -3.91388)  0.01
H (-2.81192, -2.96707, -3.10906)  0.02
H (-1.53897, -2.19132, -2.14672)  0.00
C (-2.31743, 2.90269, -3.20080)  0.02
H (-1.98840, 3.22956, -4.20013)  0.01
H (-1.44795, 2.91141, -2.53068)  0.00
H (-3.02752, 3.65141, -2.82732)  0.01
C (1.61728, -3.57415, 1.74614)  0.01
C (1.01399, -3.44284, 0.37965)  0.01
N (1.22250, -4.42949, -0.52149)  0.01
O (0.33951, -2.45395, 0.02227)  0.01
H (2.37288, -4.37184, 1.81401)  0.00
H (0.84689, -3.77850, 2.50801)  0.00
H (2.11429, -2.63168, 2.00599)  0.00
H (0.83881, -4.31959, -1.45396)  0.01
H (1.52430, -5.33645, -0.20041)  0.01